[1]
This record from the OMol25 dataset describes one molecule with the formula C5H11N in a non-equilibrium geometry. The level of theory is ωB97M-V/def2-TZVPD.

Properties
Charge   0
ΔE to the lowest compared entry with this formula, charge and spin   1.302 eV

Structure (XYZ):
```
17
Properties=species:S:1:pos:R:3:forces:R:3
C 1.5715 -0.9026 0.9024 -0.439 -0.037 0.483
C 0.4767 -0.3099 0.3756 1.678 -1.493 -0.813
C 0.6532 0.4008 -0.9401 -0.552 0.781 -0.154
C 0.3336 1.9057 -0.8281 0.981 0.072 -0.602
N -0.7936 -0.6260 0.8652 -0.671 -0.434 -0.577
C -1.9269 -0.6658 -0.0577 -0.656 0.470 -0.161
H 1.5094 -1.7227 1.6178 -0.251 0.417 0.280
H 2.5851 -0.5944 0.7037 -0.039 0.047 -0.574
H 1.6382 0.1551 -1.3369 0.241 0.544 0.390
H 0.0416 -0.0566 -1.7201 -0.481 -0.085 0.315
H 0.0169 2.3874 -1.7568 -0.366 -0.368 -0.015
H -0.3958 2.0708 -0.0418 -0.031 0.222 0.015
H 1.2700 2.4333 -0.6207 -0.213 0.016 0.558
H -0.7158 -1.5618 1.2283 0.006 0.002 0.734
H -2.7167 -1.3102 0.3271 0.326 -0.364 0.152
H -1.6759 -0.9879 -1.0709 -0.011 -0.114 0.040
H -2.4668 0.2809 -0.1315 0.477 0.321 -0.073
```
Forces are in eV/Å.

---

[2]
This record from the OMol25 dataset describes C15H18N8O2Pd as an isolated structure in a non-equilibrium geometry. The level of theory is ωB97M-V/def2-TZVPD.

Properties
Charge   +4
ΔE to the lowest compared entry with this formula, charge and spin   0.000 eV
Multiplicity   5

Structure (XYZ):
```
44
Properties=species:S:1:pos:R:3:forces:R:3
N -2.8868 -3.1068 -1.2534 -1.375 0.192 -0.006
C -4.0247 -3.3123 -1.3877 1.467 0.268 0.177
C -5.4551 -3.5517 -1.5523 -0.290 -0.184 -0.038
H -5.8069 -4.2810 -0.8067 0.182 0.231 -0.246
H -5.6600 -3.9503 -2.5572 0.118 0.134 0.324
H -6.0089 -2.6120 -1.4182 0.188 -0.278 -0.059
N 0.4007 5.1767 -2.3015 -2.162 1.778 3.455
C 0.9822 4.7009 -3.1884 3.131 -2.030 -5.091
C 1.7200 4.1203 -4.3029 -1.453 -0.372 1.150
H 1.3169 3.1295 -4.5542 0.006 0.265 0.138
H 2.7833 4.0226 -4.0415 0.370 0.438 -0.035
H 1.6346 4.7650 -5.1921 0.224 0.517 -0.065
N 0.4447 -1.7605 3.8868 1.196 1.353 0.009
C 1.4418 -1.1905 4.0887 -1.378 -1.230 -0.026
C 2.6983 -0.5328 4.3830 0.518 0.289 0.091
H 2.6146 0.5409 4.1604 0.150 -0.249 0.084
H 3.4983 -0.9715 3.7701 -0.167 0.119 0.250
H 2.9589 -0.6530 5.4453 -0.077 -0.037 -0.310
Pd 0.5347 0.4808 -0.5866 0.031 0.067 0.558
C 1.3774 1.8591 0.6609 3.187 5.014 2.292
O 1.8930 2.7174 1.2301 -1.887 -3.214 -2.023
C -0.9844 1.3758 -1.5474 -4.760 2.896 -1.693
O -1.9472 1.8674 -1.9372 3.341 -1.752 1.196
C 0.2847 -1.0928 -2.1839 -0.491 -1.162 -0.902
C 0.5062 -1.8380 -1.0166 -0.961 -0.710 -0.266
C 1.6506 -1.5981 -0.2628 0.710 -0.273 0.874
C 2.5480 -0.6035 -0.6775 1.580 -0.703 0.259
C 2.4306 -0.0212 -1.9490 0.731 0.643 -0.143
C 1.2929 -0.2695 -2.7066 -0.100 0.190 -0.909
H -0.6755 -1.1740 -2.6872 0.163 -0.304 -0.114
H -0.2717 -2.5330 -0.6889 0.132 0.028 -0.099
H 1.8164 -2.1126 0.6880 -0.091 0.096 -0.299
H 3.3802 -0.3149 -0.0298 -0.136 -0.260 -0.280
H 3.1884 0.6835 -2.3018 -0.166 -0.316 0.122
H 1.1415 0.2392 -3.6581 0.052 -0.230 0.143
N -1.1968 0.8913 4.5801 0.989 -2.141 -3.660
N -1.1824 0.5589 3.2386 -0.732 -0.620 1.763
N -2.0834 -0.3047 2.7291 0.358 0.299 -0.635
C -1.6211 -0.4740 1.4926 -2.011 -0.440 1.982
N -0.5244 0.2642 1.2767 0.855 1.108 2.914
N -0.1897 0.8828 2.4132 -0.715 -0.412 -1.958
H -0.2378 0.9711 4.9074 0.481 1.037 0.420
H -1.6837 0.1429 5.0665 -1.191 -0.020 0.679
H -2.0983 -1.1316 0.7720 -0.016 -0.026 -0.022
```
Forces are in eV/Å.

---

[3]
This record from the OMol25 dataset describes a 2-piece molecular cluster, H2NOS2 overall in a non-equilibrium geometry. The level of theory is ωB97M-V/def2-TZVPD.

Properties
Charge   -1
ΔE to the lowest compared entry with this formula, charge and spin   3.207 eV

Structure (XYZ):
```
6
Properties=species:S:1:pos:R:3:forces:R:3
N -0.3905 -0.3981 -1.0952 -0.176 -1.944 0.669
O 0.9460 -1.5101 0.5296 0.761 0.047 1.354
S 1.4142 1.4499 -0.0500 0.559 0.170 1.062
S 0.3480 -0.2122 0.2688 -1.530 0.412 -2.646
H -0.8851 0.3713 -1.4542 -0.420 1.525 -0.021
H -1.4327 0.2993 1.8011 0.806 -0.211 -0.419
```
Forces are in eV/Å.

---

[4]
This record from the OMol25 dataset describes one molecule with the formula C5H12N2O in a non-equilibrium geometry. The level of theory is ωB97M-V/def2-TZVPD.

Properties
Charge   0
ΔE to the lowest compared entry with this formula, charge and spin   3.317 eV

Structure (XYZ):
```
20
Properties=species:S:1:pos:R:3:forces:R:3
C -1.7414 -0.5090 -1.4072 0.119 -0.137 0.206
C -1.0506 -1.2474 -0.2663 0.090 0.008 0.083
C -0.1788 -0.3678 0.6392 0.249 -0.230 -0.537
N -1.0115 0.4545 1.4672 -0.259 0.282 0.303
C 0.8893 0.4580 -0.1819 -0.094 0.401 1.302
C 1.8989 1.1358 0.7374 -0.047 -0.180 -0.343
N 1.4522 -0.4662 -1.1264 1.401 -1.116 -0.947
O 2.5943 -0.8470 -0.9321 -1.337 0.730 0.172
H -1.0126 -0.1468 -2.1266 0.014 0.081 -0.120
H -2.4151 -1.1891 -1.9224 -0.089 0.015 -0.085
H -2.3309 0.3278 -1.0390 -0.118 0.133 -0.043
H -0.4238 -2.0341 -0.6876 -0.080 -0.075 0.024
H -1.8034 -1.7089 0.3754 0.070 -0.067 0.018
H 0.3898 -1.0246 1.3087 0.025 0.033 -0.117
H -0.4830 0.9807 2.1503 -0.073 0.051 -0.060
H -1.5819 1.0884 0.9216 0.038 0.059 0.069
H 0.3359 1.1898 -0.7801 0.027 -0.099 -0.044
H 2.3719 0.4010 1.3863 0.049 0.013 0.045
H 1.4240 1.9004 1.3470 -0.061 0.035 -0.003
H 2.6767 1.6045 0.1365 0.077 0.064 0.077
```
Forces are in eV/Å.